(one)
Below is a single C8H13N molecule, with properties calculated with the ωB97M-V functional and the def2-TZVPD basis.

Geometry as ORCA input:
```
! wB97M-V def2-TZVPD RIJCOSX def2/J DEFGRID3
* xyz 0 1
H -3.87333 -0.82486 1.47574
C -0.89061 0.42452 -0.02689
C -0.96588 1.87551 0.26015
H -0.62868 -2.16152 -1.12587
H -1.88214 2.16821 0.76629
H -0.09661 2.21679 0.81713
C -2.16769 -0.44559 0.30356
H 2.52965 2.04032 -1.00141
C 2.81442 -0.37841 -0.31477
N 1.59272 1.66572 -0.83305
H 0.15095 -2.34894 0.44821
C -2.94277 -0.28729 1.36689
H 3.67262 0.27431 -0.13952
C 0.20153 -1.82432 -0.50658
H -2.70533 0.40296 2.16234
H -2.43326 -1.17868 -0.44857
C 1.55742 0.44174 -0.51165
C 0.14974 -0.34303 -0.30364
H -0.93245 2.42573 -0.68311
H 1.11020 -2.12070 -1.02152
H 2.71146 -1.06006 0.52752
H 3.02804 -0.96238 -1.21124
*
```

Properties
HOMO energy: -8.6621 eV
structure (SMILES): [H]/N=C(C)/C(C)=C(\C)C=C
HOMO-LUMO gap: 9.6 eV

These are the Mulliken partial charges, in e, on atoms 1 to 6:
1. H 0.274
2. C 0.848
3. C -1.242
4. H 0.443
5. H 0.427
6. H 0.363

(two)
Below is a single C8H13N molecule, with properties calculated with the ωB97M-V functional and the def2-TZVPD basis.

Geometry as ORCA input:
```
! wB97M-V def2-TZVPD RIJCOSX def2/J DEFGRID3
* xyz 0 1
C -0.09949 -0.75567 0.50786
H -0.89940 1.27172 -1.69333
C -0.48572 1.55725 0.51627
C -0.22050 0.88240 -1.01985
C 0.45968 0.44457 1.09867
H 1.55227 0.60504 0.74166
N -1.05168 -0.37715 -0.51724
H 0.73799 -1.14839 2.52327
C -1.79720 0.83613 0.38775
H -2.57923 1.30359 -0.29799
H 1.55040 -2.39030 0.08544
H -0.57385 2.76641 0.50556
H 0.64047 -1.49362 -1.05899
C -0.13643 -0.49855 2.03153
H -0.99717 -0.36408 2.50272
H 0.06261 -2.74897 0.07039
H -2.26097 0.25588 1.27292
C 1.13510 0.42817 -1.73549
C 0.44008 -1.84599 -0.19131
H 1.68720 -0.39065 -1.13328
H 0.86176 0.22678 -3.00179
H 1.97408 1.43542 -1.59477
*
```

Properties
HOMO energy: -8.8505 eV
structure (SMILES): C[C@@H]1[C@H]2CN1[C@]1(C)C[C@H]21
HOMO-LUMO gap: 9.9 eV

These are the Mulliken partial charges, in e, on atoms 1 to 6:
1. C 0.513
2. H 0.592
3. C -0.101
4. C -0.101
5. C 0.406
6. H 0.394

(three)
Below is a single C8H13N molecule, with properties calculated with the ωB97M-V functional and the def2-TZVPD basis.

Geometry as ORCA input:
```
! wB97M-V def2-TZVPD RIJCOSX def2/J DEFGRID3
* xyz 0 1
C 0.15240 0.18449 -1.49221
C 0.58160 -0.24907 1.01062
H 3.00708 0.50759 0.53662
H 1.06003 -2.27971 -0.73156
C -1.76906 -0.47076 0.08644
H -0.00352 -0.19362 1.93022
H -0.62314 -2.52939 -1.26613
C 0.00377 -2.16915 -0.45966
C 1.17741 1.11109 0.67511
C -0.28731 -0.70765 -0.16060
H -2.34526 -0.78688 -0.78068
C 0.30992 2.22965 0.86981
N 2.41825 1.33466 0.44950
H -1.95658 0.58316 0.27839
H -1.05651 4.00297 1.12832
H 1.06804 -0.25891 -1.87879
H -2.11468 -1.04821 0.94251
H -0.62897 0.02561 -2.23621
H -0.17876 -2.78128 0.43084
C -0.44104 3.15869 0.99202
H 1.41488 -0.93242 1.19325
H 0.21145 1.26915 -1.51783
*
```

Properties
HOMO energy: -9.9482 eV
structure (SMILES): [H]/N=C(/C#C)CC(C)(C)C
HOMO-LUMO gap: 10.8 eV

These are the Mulliken partial charges, in e, on atoms 1 to 6:
1. C -1.586
2. C -1.066
3. H 0.271
4. H 0.451
5. C -1.679
6. H 0.311

Name the least stable of them. (two).

(one)
Below is a single C3H5O2P molecule, with properties calculated with the ωB97M-V functional and the def2-TZVPD basis.

Geometry as ORCA input:
```
! wB97M-V def2-TZVPD RIJCOSX def2/J DEFGRID3
* xyz 0 1
C 0.65580 -0.97279 0.24810
H 1.17287 -1.12542 1.12045
O -0.39887 0.22923 -1.30377
H 1.77564 0.61384 -1.93974
H -1.77555 -0.06220 1.54341
H -0.47179 1.22015 1.91822
C -0.23449 -0.01528 0.02625
O 1.37427 -1.43693 -0.89028
P 0.75144 -0.51961 -2.22491
H -1.73844 1.40773 0.48067
C -1.11090 0.66129 1.02160
*
```

Properties
HOMO energy: -8.2185 eV
structure (SMILES): CC1=COPO1
HOMO-LUMO gap: 9.1 eV

These are the Mulliken partial charges, in e, on atoms 1 to 6:
1. C -0.132
2. H 0.363
3. O -0.355
4. H 0.028
5. H 0.273
6. H 0.251

(two)
Below is 2 unconnected molecules or ions with the total composition C3H5O2P, with properties calculated with the ωB97M-V functional and the def2-TZVPD basis.

Geometry as ORCA input:
```
! wB97M-V def2-TZVPD RIJCOSX def2/J DEFGRID3
* xyz 0 1
C 1.18080 1.08982 0.65739
P 2.49263 -0.74885 -0.78572
C -1.52842 -0.62659 -0.55367
H -1.95468 -0.53542 0.48814
H -1.89864 -1.49343 -1.14466
C 0.28848 1.43436 1.40204
O 2.02742 0.82388 -0.28685
H -0.49104 -0.54177 -0.71074
H 0.00205 2.10970 2.15515
H -1.89829 0.23823 -1.17714
O 1.77968 -1.74993 -0.04395
*
```

Properties
HOMO energy: -9.9911 eV
structure (SMILES): C#COP=O.C
HOMO-LUMO gap: 9.0 eV

These are the Mulliken partial charges, in e, on atoms 1 to 6:
1. C 0.373
2. P 0.473
3. C -0.716
4. H 0.216
5. H 0.306
6. C -0.456

Name the least stable of them. (two).

(one)
Below is 2 unconnected molecules or ions with the total composition C2H8OS, with properties calculated with the ωB97M-V functional and the def2-TZVPD basis.

Geometry as ORCA input:
```
! wB97M-V def2-TZVPD RIJCOSX def2/J DEFGRID3
* xyz 0 1
C -1.12011 0.26996 1.09085
C -0.71351 -0.20183 -1.39866
H 2.93827 0.46386 0.50817
S -1.88052 0.81094 -0.50432
H 0.29988 0.10685 -1.19220
H -0.70782 1.19175 1.60287
O 2.53189 -0.24013 -0.04491
H -0.06300 -0.07548 1.03701
H -0.83915 -0.15268 -2.55733
H 2.04405 -0.68652 0.69540
H -1.70748 -0.28397 1.85939
H -0.78250 -1.20275 -1.09628
*
```

Properties
HOMO energy: -8.5442 eV
structure (SMILES): CSC.O
HOMO-LUMO gap: 9.1 eV

These are the Mulliken partial charges, in e, on atoms 1 to 6:
1. C -0.513
2. C -0.793
3. H 0.331
4. S -0.079
5. H 0.287
6. H 0.299

(two)
Below is 2 unconnected molecules or ions with the total composition C2H8OS, with properties calculated with the ωB97M-V functional and the def2-TZVPD basis.

Geometry as ORCA input:
```
! wB97M-V def2-TZVPD RIJCOSX def2/J DEFGRID3
* xyz 0 1
C -1.55108 1.72868 -1.38066
H 4.01628 -3.64434 0.86597
H -2.45081 2.33426 -1.51265
H -0.66226 2.33367 -1.25864
H -0.29739 1.61814 1.43677
O 4.80711 -3.25109 0.48660
H 4.72333 -2.30250 0.60278
H -1.42023 1.09979 -2.25928
C -0.35860 0.66615 0.92367
S -1.90634 0.56822 -0.01032
H 0.47200 0.55752 0.23402
H -0.30054 -0.17492 1.60854
*
```

Properties
HOMO energy: -8.5027 eV
structure (SMILES): CSC.O
HOMO-LUMO gap: 9.1 eV

These are the Mulliken partial charges, in e, on atoms 1 to 6:
1. C -0.777
2. H 0.320
3. H 0.281
4. H 0.288
5. H 0.278
6. O -0.638

Name the least stable of them. (one).